<P>
A single C6H13N molecule. Source: the Open Molecules 2025 dataset; level of theory: wB97M-V/def2-TZVPD.

CARTESIAN COORDINATES (ANGSTROEM)
C  -0.815  0.515  3.043
C  -0.654  0.980  1.573
C  -0.924  0.114  0.607
C  -0.886  0.423  -0.858
C  -0.229  -0.643  -1.725
C  1.122  -1.138  -1.142
N  2.113  -0.047  -1.316
H  -1.819  0.093  3.102
H  -0.591  1.266  3.782
H  -0.326  -0.467  3.112
H  -0.384  2.025  1.520
H  -1.468  -0.813  0.781
H  -1.914  0.469  -1.250
H  -0.458  1.409  -1.048
H  -0.803  -1.575  -1.876
H  -0.163  -0.416  -2.796
H  1.440  -2.122  -1.485
H  0.978  -1.104  -0.062
H  3.082  -0.352  -1.280
H  2.097  0.252  -2.284

Output
* orbital gap: 0.372 Eh
* charge: 0
* lowest unoccupied orbital energy: 1.2 eV



<Q>
A single C6H13N molecule. Source: the Open Molecules 2025 dataset; level of theory: wB97M-V/def2-TZVPD.

CARTESIAN COORDINATES (ANGSTROEM)
C  2.505  0.952  -0.891
C  2.647  0.016  0.303
C  1.273  -0.652  1.064
C  0.103  -1.061  0.175
N  -3.374  0.417  0.231
C  -2.414  0.242  -0.851
C  -1.015  -0.073  0.014
H  1.739  1.698  -0.907
H  2.332  0.308  -1.828
H  3.415  1.434  -1.097
H  2.966  0.547  1.160
H  3.472  -0.649  0.110
H  1.570  -1.552  1.695
H  0.922  0.213  1.711
H  -0.184  0.326  -0.522
H  0.008  -2.111  0.069
H  -4.153  0.647  -0.368
H  -3.126  -0.637  0.261
H  -2.836  -0.412  -1.637
H  -1.099  0.725  0.846

Output
* orbital gap: 0.203 Eh
* charge: 0
* lowest unoccupied orbital energy: -0.6 eV



Which of the structures shown above is the most stable? The most stable is <P>.